This record from the OMol25 dataset describes an isolated ion of composition C4H7N2O2 and charge +1 at a distorted geometry. The level of theory is ωB97M-V/def2-TZVPD.

As for the charge: +1. The value obtained for the HOMO-LUMO gap is 0.321 Eh. The calculation puts the HOMO energy at -14.538 eV.

CARTESIAN COORDINATES (ANGSTROEM)
C  -0.498  1.474  1.232
C  -0.064  -0.505  -0.245
C  0.747  1.578  2.065
C  -0.815  -1.260  -1.290
N  -0.887  0.551  0.303
N  1.131  -0.501  0.083
O  -1.125  2.427  1.681
O  1.587  2.430  1.546
H  0.628  1.352  3.096
H  -1.261  -0.402  -1.919
H  -1.675  -1.991  -1.005
H  -0.142  -1.842  -1.831
H  -1.830  0.824  -0.154
H  1.849  -1.104  -0.320
H  2.247  3.058  1.839

***

This record from the OMol25 dataset describes an isolated ion of composition C4H7N2O2S and charge +1 at a distorted geometry. The level of theory is ωB97M-V/def2-TZVPD.

As for the charge: +1. The value obtained for the HOMO-LUMO gap is 0.346 Eh. The calculation puts the HOMO energy at -13.453 eV.

CARTESIAN COORDINATES (ANGSTROEM)
C  -1.021  -0.062  -0.961
C  -1.209  -1.368  -0.637
C  0.434  -1.216  1.078
C  0.043  0.863  -0.524
N  0.662  0.054  0.817
N  -0.534  -1.934  0.461
O  -0.193  2.123  -0.141
O  1.057  0.899  -1.386
S  1.768  0.989  1.773
H  -1.255  0.351  -1.909
H  -1.776  -2.090  -1.142
H  1.210  -1.634  1.715
H  -0.522  -2.947  0.486
H  -0.972  2.119  0.418
H  1.229  1.842  -1.522
H  1.079  2.013  1.475

***

This record from the OMol25 dataset describes C4H7N2O2Se3TeZn as an isolated structure. The level of theory is ωB97M-V/def2-TZVPD.

As for the charge: -1. The value obtained for the HOMO-LUMO gap is 0.251 Eh. The calculation puts the HOMO energy at -4.232 eV.

CARTESIAN COORDINATES (ANGSTROEM)
Zn  -1.381  -1.215  -0.663
Se  -1.119  -3.028  -2.217
Se  -3.395  -3.221  -2.777
Te  -3.969  -0.822  -3.179
Se  -3.513  0.018  -0.849
C  1.362  2.061  0.260
C  0.641  0.762  0.063
N  -0.145  0.535  -0.923
O  -0.417  1.612  -1.764
C  0.767  -0.303  1.048
C  1.832  -0.361  2.091
N  -0.160  -1.235  1.012
O  -0.129  -2.181  1.856
H  0.962  2.827  -0.397
H  2.425  1.935  0.042
H  1.276  2.378  1.299
H  -1.342  1.435  -2.010
H  2.533  0.468  2.006
H  2.382  -1.303  2.011
H  1.389  -0.362  3.091

***

This record from the OMol25 dataset describes a single C4H7N2P molecule at a distorted geometry. The level of theory is ωB97M-V/def2-TZVPD.

As for the charge: 0. The value obtained for the HOMO-LUMO gap is 0.360 Eh. The calculation puts the HOMO energy at -8.926 eV.

CARTESIAN COORDINATES (ANGSTROEM)
C  1.381  1.203  1.589
C  0.283  0.781  -0.481
C  -0.564  0.427  -1.674
C  -0.555  -1.523  0.505
N  0.748  0.086  1.721
N  0.071  -0.238  0.628
P  1.220  2.088  0.004
H  1.752  1.733  2.440
H  0.127  0.427  -2.517
H  -1.388  1.113  -1.900
H  -0.852  -0.563  -1.627
H  -1.376  -1.402  -0.185
H  0.150  -2.319  0.097
H  -0.998  -1.813  1.400

***

This record from the OMol25 dataset describes a single C4H7N3 molecule at a distorted geometry. The level of theory is ωB97M-V/def2-TZVPD.

As for the charge: 0. The value obtained for the HOMO-LUMO gap is 0.334 Eh. The calculation puts the HOMO energy at -7.929 eV.

CARTESIAN COORDINATES (ANGSTROEM)
C  2.172  0.133  0.314
N  1.203  0.149  -0.757
C  -0.132  0.195  -0.403
N  -1.059  0.651  -1.235
N  -2.227  0.247  -0.684
C  -2.043  -0.420  0.477
C  -0.701  -0.409  0.739
H  2.025  -0.751  0.946
H  3.173  0.059  -0.114
H  2.128  1.016  0.968
H  1.422  0.726  -1.555
H  -3.085  0.540  -1.123
H  -2.631  -1.246  0.836
H  -0.245  -0.889  1.591

***

This record from the OMol25 dataset describes a single C4H7N3 molecule. The level of theory is ωB97M-V/def2-TZVPD.

As for the charge: 0. The value obtained for the HOMO-LUMO gap is 0.328 Eh. The calculation puts the HOMO energy at -7.786 eV.

CARTESIAN COORDINATES (ANGSTROEM)
C  2.306  0.234  0.278
N  1.193  0.243  -0.636
C  -0.141  0.139  -0.308
N  -1.042  0.779  -1.043
N  -2.225  0.274  -0.627
C  -2.104  -0.577  0.400
C  -0.759  -0.684  0.652
H  1.908  -0.110  1.240
H  3.058  -0.484  -0.090
H  2.770  1.232  0.405
H  1.319  0.644  -1.547
H  -3.063  0.739  -0.912
H  -2.944  -1.127  0.805
H  -0.278  -1.303  1.383

***

This record from the OMol25 dataset describes a single C4H7N3 molecule at a distorted geometry. The level of theory is ωB97M-V/def2-TZVPD.

As for the charge: 0. The value obtained for the HOMO-LUMO gap is 0.385 Eh. The calculation puts the HOMO energy at -9.700 eV.

CARTESIAN COORDINATES (ANGSTROEM)
C  1.341  1.733  -0.500
C  0.199  0.738  -0.564
N  0.161  -0.214  0.540
C  -0.813  -1.163  0.434
N  -1.576  -1.155  -0.594
C  -0.943  -2.216  1.445
N  -1.207  -3.128  2.108
H  2.317  1.239  -0.514
H  1.279  2.383  0.379
H  1.278  2.373  -1.387
H  0.264  0.143  -1.481
H  -0.767  1.256  -0.622
H  0.632  -0.016  1.410
H  -2.165  -1.974  -0.657

***

This record from the OMol25 dataset describes a single C4H7N3 molecule at a distorted geometry. The level of theory is ωB97M-V/def2-TZVPD.

As for the charge: 0. The value obtained for the HOMO-LUMO gap is 0.385 Eh. The calculation puts the HOMO energy at -9.627 eV.

CARTESIAN COORDINATES (ANGSTROEM)
C  -1.781  0.858  -0.057
C  -0.890  -0.357  0.097
N  0.218  -0.404  -0.851
C  1.485  -0.350  -0.352
N  2.570  -0.521  -0.996
C  1.449  -0.072  1.093
N  1.364  0.107  2.232
H  -2.429  0.802  -0.934
H  -1.158  1.757  -0.130
H  -2.398  0.942  0.844
H  -1.417  -1.312  0.111
H  -0.462  -0.276  1.097
H  0.093  -0.754  -1.796
H  3.355  -0.418  -0.356

***

This record from the OMol25 dataset describes a single C4H7N3 molecule at a distorted geometry. The level of theory is ωB97M-V/def2-TZVPD.

As for the charge: 0. The value obtained for the HOMO-LUMO gap is 0.378 Eh. The calculation puts the HOMO energy at -10.025 eV.

CARTESIAN COORDINATES (ANGSTROEM)
C  1.580  1.411  0.039
C  0.122  0.978  -0.083
N  0.081  -0.373  -0.672
C  -1.051  -1.139  -0.353
N  -2.114  -1.086  -1.037
C  -0.944  -1.925  0.885
N  -0.837  -2.499  1.885
H  2.087  1.313  -0.929
H  2.110  0.782  0.768
H  1.661  2.448  0.376
H  -0.449  1.656  -0.729
H  -0.344  0.994  0.917
H  0.926  -0.877  -0.451
H  -2.827  -1.684  -0.616

***

This record from the OMol25 dataset describes a single C4H7N3 molecule at a distorted geometry. The level of theory is ωB97M-V/def2-TZVPD.

As for the charge: 0. The value obtained for the HOMO-LUMO gap is 0.369 Eh. The calculation puts the HOMO energy at -9.235 eV.

CARTESIAN COORDINATES (ANGSTROEM)
C  -0.209  -1.753  1.567
N  -0.487  -0.714  0.608
C  0.309  -0.244  -0.363
C  -0.344  0.895  -0.794
C  0.620  1.839  -1.381
N  -1.569  0.947  -0.228
N  -1.624  -0.015  0.652
H  -1.115  -1.871  2.156
H  0.627  -1.485  2.225
H  0.028  -2.677  1.037
H  0.910  -0.892  -0.990
H  1.075  2.506  -0.656
H  1.446  1.015  -1.174
H  0.293  2.453  -2.248

***

This record from the OMol25 dataset describes a single C4H7N3 molecule at a distorted geometry. The level of theory is ωB97M-V/def2-TZVPD.

As for the charge: 0. The value obtained for the HOMO-LUMO gap is 0.299 Eh. The calculation puts the HOMO energy at -7.641 eV.

CARTESIAN COORDINATES (ANGSTROEM)
C  -0.684  0.297  -0.380
N  -1.645  1.017  0.276
C  0.331  -0.319  0.292
C  0.070  0.259  -2.584
C  1.267  -0.803  2.333
N  -0.861  0.183  -1.741
N  0.309  -0.328  1.652
H  -1.674  0.839  1.269
H  -2.524  1.126  -0.202
H  1.109  -0.848  -0.259
H  1.103  0.519  -2.346
H  -0.169  0.067  -3.620
H  2.184  -1.213  1.901
H  1.183  -0.796  3.408

***

This record from the OMol25 dataset describes a single C4H7N3 molecule at a distorted geometry. The level of theory is ωB97M-V/def2-TZVPD.

As for the charge: 0. The value obtained for the HOMO-LUMO gap is 0.360 Eh. The calculation puts the HOMO energy at -9.104 eV.

CARTESIAN COORDINATES (ANGSTROEM)
C  0.706  -0.002  -0.483
C  0.628  -1.464  -0.888
N  -0.708  0.890  1.130
C  -0.819  0.490  -0.147
C  0.659  0.924  1.383
N  1.480  0.097  0.809
N  -1.771  0.485  -0.991
H  -1.455  1.047  1.785
H  1.141  0.624  -1.268
H  -2.637  0.839  -0.581
H  0.941  1.587  2.214
H  0.115  -2.057  -0.124
H  0.086  -1.586  -1.829
H  1.635  -1.874  -1.010

***

This record from the OMol25 dataset describes a single C4H7N3 molecule. The level of theory is ωB97M-V/def2-TZVPD.

As for the charge: 0. The value obtained for the HOMO-LUMO gap (spin up / spin down) is 0.297 / 0.228 Eh. The calculation puts the HOMO energy (spin up / spin down) at -8.387 / -7.159 eV.

CARTESIAN COORDINATES (ANGSTROEM)
C  0.398  -1.323  0.652
C  1.270  0.741  0.205
N  0.115  1.402  0.208
C  -0.939  0.754  -0.504
N  -1.965  1.380  -0.880
C  -0.513  -0.699  -0.752
N  -0.708  -1.342  -1.748
H  1.398  -1.724  0.458
H  -0.273  -2.182  0.701
H  0.362  -0.880  1.657
H  1.653  0.380  -0.742
H  1.961  0.873  1.032
H  -0.158  1.898  1.049
H  -2.601  0.723  -1.337

***

This record from the OMol25 dataset describes a single C4H7N3 molecule at a distorted geometry. The level of theory is ωB97M-V/def2-TZVPD.

As for the charge: 0. The value obtained for the HOMO-LUMO gap is 0.328 Eh. The calculation puts the HOMO energy at -8.248 eV.

CARTESIAN COORDINATES (ANGSTROEM)
C  -0.585  -0.295  -0.336
C  0.594  -1.276  -0.465
C  1.530  -0.565  -0.024
C  0.055  0.974  0.113
H  -1.989  -0.466  1.470
H  -2.482  -1.296  -0.058
H  -0.950  -0.275  -1.419
H  0.667  -2.352  -0.436
H  2.281  -1.013  0.449
H  1.974  1.313  0.602
H  -0.033  2.872  -0.166
N  -1.912  -0.445  0.357
N  1.333  0.726  0.361
N  -0.484  2.097  -0.449

***

This record from the OMol25 dataset describes a single C4H7N3 molecule. The level of theory is ωB97M-V/def2-TZVPD.

As for the charge: 0. The value obtained for the HOMO-LUMO gap is 0.328 Eh. The calculation puts the HOMO energy at -7.815 eV.

CARTESIAN COORDINATES (ANGSTROEM)
C  -0.947  1.980  0.570
N  0.187  1.409  -0.113
C  0.342  0.043  -0.264
N  1.212  -0.417  -1.154
N  1.206  -1.754  -0.966
C  0.356  -2.148  0.000
C  -0.250  -1.010  0.485
H  -1.101  1.460  1.521
H  -0.721  3.024  0.806
H  -1.891  1.947  0.005
H  0.547  1.931  -0.897
H  1.808  -2.324  -1.535
H  0.254  -3.187  0.282
H  -1.002  -0.954  1.259

***

This record from the OMol25 dataset describes a single C4H7N3 molecule at a distorted geometry. The level of theory is ωB97M-V/def2-TZVPD.

As for the charge: 0. The value obtained for the HOMO-LUMO gap is 0.385 Eh. The calculation puts the HOMO energy at -9.949 eV.

CARTESIAN COORDINATES (ANGSTROEM)
C  -1.278  0.169  0.316
C  0.289  0.220  0.366
C  1.364  1.220  -0.226
C  1.028  -1.021  0.139
H  -1.238  -0.902  -1.428
H  -2.683  -0.169  -1.058
H  -1.396  -0.704  1.187
H  -1.700  1.048  0.710
H  0.870  0.116  1.377
H  1.374  2.264  0.009
H  0.528  -1.778  0.901
N  -1.804  -0.023  -1.097
N  2.426  0.554  -0.626
N  2.220  -0.994  -0.570

***

This record from the OMol25 dataset describes a single C4H7N3 molecule. The level of theory is ωB97M-V/def2-TZVPD.

As for the charge: 0. The value obtained for the HOMO-LUMO gap is 0.333 Eh. The calculation puts the HOMO energy at -7.964 eV.

CARTESIAN COORDINATES (ANGSTROEM)
C  2.213  0.182  0.287
N  1.218  0.273  -0.769
C  -0.119  0.076  -0.450
N  -1.065  0.714  -1.127
N  -2.218  0.281  -0.579
C  -2.032  -0.586  0.434
C  -0.671  -0.760  0.558
H  1.759  0.295  1.282
H  2.756  -0.772  0.261
H  2.949  0.981  0.162
H  1.320  1.082  -1.365
H  -3.085  0.648  -0.931
H  -2.863  -1.012  0.977
H  -0.162  -1.402  1.261

***

This record from the OMol25 dataset describes a single C4H7N3 molecule at a distorted geometry. The level of theory is ωB97M-V/def2-TZVPD.

As for the charge: 0. The value obtained for the HOMO-LUMO gap is 0.365 Eh. The calculation puts the HOMO energy at -9.608 eV.

CARTESIAN COORDINATES (ANGSTROEM)
C  -2.206  0.250  -0.361
C  -0.899  -0.387  0.076
N  0.215  0.533  -0.110
C  1.441  -0.006  -0.306
N  1.635  -1.265  -0.417
C  2.650  0.826  -0.248
N  3.667  0.808  0.308
H  -2.155  0.555  -1.411
H  -2.452  1.133  0.241
H  -3.025  -0.466  -0.251
H  -0.663  -1.266  -0.530
H  -0.953  -0.743  1.118
H  0.131  1.477  0.234
H  2.623  -1.409  -0.600

***

This record from the OMol25 dataset describes a single C4H7N3 molecule at a distorted geometry. The level of theory is ωB97M-V/def2-TZVPD.

As for the charge: 0. The value obtained for the HOMO-LUMO gap is 0.319 Eh. The calculation puts the HOMO energy at -7.562 eV.

CARTESIAN COORDINATES (ANGSTROEM)
C  0.255  0.704  0.023
C  -1.107  1.017  0.085
C  -0.906  -1.195  -0.105
C  0.369  -0.695  -0.022
H  0.837  2.593  -0.143
H  1.972  1.635  0.611
H  -1.713  1.967  -0.054
H  -2.857  -0.267  0.280
H  -1.214  -2.258  -0.007
H  1.500  -2.387  -0.035
H  2.395  -1.031  -0.404
N  1.288  1.681  -0.110
N  -1.825  -0.153  -0.026
N  1.597  -1.420  0.116

***

This record from the OMol25 dataset describes a single C4H7N3 molecule. The level of theory is ωB97M-V/def2-TZVPD.

As for the charge: 0. The value obtained for the HOMO-LUMO gap is 0.324 Eh. The calculation puts the HOMO energy at -8.122 eV.

CARTESIAN COORDINATES (ANGSTROEM)
C  0.444  -1.806  -0.247
C  1.238  -0.608  -0.760
C  0.425  1.408  -0.006
C  -0.736  1.996  0.149
N  -1.574  1.221  1.113
N  -1.280  0.185  1.658
N  1.262  0.541  0.160
H  0.583  -2.619  -0.969
H  0.786  -2.145  0.734
H  -0.624  -1.587  -0.171
H  2.281  -0.884  -0.913
H  0.812  -0.287  -1.717
H  -1.143  2.883  -0.314
H  -2.475  1.703  1.283

***

Relative energy (zero: lowest compared OMol25 entry of this formula, charge and spin) in kcal per mole, matching the order above: 59.7; 28.1; 0.0; 25.6; 20.5; 14.9; 13.1; 19.6; 22.4; 67.9; 35.8; 28.6; 111.8; 92.3; 10.5; 113.8; 11.0; 24.5; 13.5; 96.5